No. 1
C34H38ClN2O11S | the ωB97M-V functional and the def2-TZVPD basis

XYZ file:
```
87
C34H38ClN2O11S the ωB97M-V functional and the def2-TZVPD basis
C -3.371 -2.949 -6.569
C -4.157 -1.821 -5.893
C -3.499 -1.475 -4.547
Cl -4.547 -1.969 -3.152
C -3.064 -0.044 -4.331
C -1.882 0.162 -3.616
C -1.420 1.445 -3.354
C -2.138 2.532 -3.839
C -3.322 2.368 -4.546
C -3.789 1.078 -4.770
O -4.999 0.946 -5.423
C -1.580 3.902 -3.585
O -1.698 4.745 -4.425
C -0.871 4.055 -2.279
C -0.185 2.935 -1.761
C 0.478 3.011 -0.530
C 1.174 1.792 0.057
C 0.255 0.555 0.189
C 0.484 -0.145 1.525
S -0.783 -1.303 1.950
O -2.047 -0.982 1.359
O -0.796 -1.436 3.379
O -0.248 -2.676 1.346
C 0.468 4.236 0.159
C 1.188 4.401 1.477
C 0.339 4.001 2.663
O -0.853 3.985 2.676
C -0.207 5.347 -0.363
C -0.213 6.670 0.318
C -1.054 6.950 1.388
C -0.990 8.226 1.917
C -0.121 9.170 1.406
N 0.683 8.919 0.370
C 0.614 7.692 -0.139
C -0.889 5.267 -1.588
C -1.626 6.517 -2.059
O -1.072 7.255 -2.877
O -2.692 6.673 -1.437
C -0.189 1.699 -2.583
O 0.747 0.933 -2.643
H -2.349 -2.640 -6.773
H -3.835 -3.220 -7.514
H -3.341 -3.824 -5.923
H -5.159 -2.187 -5.700
H -4.167 -0.978 -6.568
H -2.605 -2.079 -4.461
H -1.317 -0.684 -3.251
H -3.850 3.242 -4.892
H -5.576 0.405 -4.873
H 1.510 2.035 1.058
H 2.055 1.565 -0.537
H 0.482 -0.141 -0.606
H -0.780 0.874 0.112
H 0.607 0.527 2.366
H 1.405 -0.724 1.446
H -1.020 -3.221 1.136
H 2.094 3.808 1.534
H 1.425 5.452 1.635
H 0.900 3.719 3.576
H -1.744 6.215 1.760
H -1.633 8.495 2.744
H -0.087 10.165 1.823
H 1.248 7.481 -0.990
C 4.034 -8.772 4.141
O 3.575 -8.175 2.946
C 2.165 -7.991 2.881
C 1.790 -6.527 2.969
N 2.040 -5.989 4.299
C 1.921 -4.535 4.400
C 2.875 -3.673 3.581
O 4.229 -3.732 3.997
C 4.979 -4.814 3.484
H 5.083 -9.026 3.997
H 3.958 -8.093 4.997
H 3.481 -9.690 4.364
H 1.658 -8.574 3.655
H 1.840 -8.373 1.909
H 0.724 -6.423 2.741
H 2.353 -5.996 2.190
H 2.969 -6.258 4.593
H 2.067 -4.275 5.451
H 0.896 -4.252 4.144
H 2.568 -2.635 3.730
H 2.796 -3.865 2.504
H 4.654 -5.097 2.480
H 4.932 -5.687 4.143
H 6.022 -4.498 3.434
```

Computed properties:
Orbital gap = 6.619 eV
E_HOMO = -5.0 eV
Charge = -1
E_tot = -3113.96849 Eh
LUMO level = 1.6623 eV

Need the Mulliken charges? In units of e they are: number 1, C, carries -1.48; number 2, C, carries -0.40; number 3, C, carries -0.55; number 4, Cl, carries -0.20; number 5, C, carries 0.49; number 6, C, carries -0.97; number 7, C, carries 0.06; number 8, C, carries 0.85; number 9, C, carries -0.79; number 10, C, carries 0.58; number 11, O, carries -0.66; number 12, C, carries -0.40; number 13, O, carries -0.53; number 14, C, carries 0.92; number 15, C, carries 1.17; number 16, C, carries 0.52; number 17, C, carries -1.23; number 18, C, carries -0.83; number 19, C, carries -0.97; number 20, S, carries 1.35; number 21, O, carries -0.66; number 22, O, carries -0.68; number 23, O, carries -0.45; number 24, C, carries -0.14; number 25, C, carries -1.74; number 26, C, carries -0.07; number 27, O, carries -0.44; number 28, C, carries 0.71; number 29, C, carries -0.70; number 30, C, carries -0.04; number 31, C, carries -0.77; number 32, C, carries -0.26; number 33, N, carries -0.69; number 34, C, carries 0.16; number 35, C, carries -0.32; number 36, C, carries 0.24; number 37, O, carries -0.75; number 38, O, carries -0.78; number 39, C, carries -0.11; number 40, O, carries -0.61; number 41, H, carries 0.39; number 42, H, carries 0.40; number 43, H, carries 0.34; number 44, H, carries 0.37; number 45, H, carries 0.37; number 46, H, carries 0.47; number 47, H, carries 0.46; number 48, H, carries 0.55; number 49, H, carries 0.36; number 50, H, carries 0.46; number 51, H, carries 0.39; number 52, H, carries 0.33; number 53, H, carries 0.58; number 54, H, carries 0.46; number 55, H, carries 0.51; number 56, H, carries 0.33; number 57, H, carries 0.71; number 58, H, carries 0.57; number 59, H, carries 0.40; number 60, H, carries 0.55; number 61, H, carries 0.35; number 62, H, carries 0.36; number 63, H, carries 0.44; number 64, C, carries -0.71; number 65, O, carries -0.35; number 66, C, carries -0.82; number 67, C, carries -0.15; number 68, N, carries -0.34; number 69, C, carries -0.72; number 70, C, carries -0.26; number 71, O, carries -0.45; number 72, C, carries -0.55; number 73, H, carries 0.24; number 74, H, carries 0.30; number 75, H, carries 0.34; number 76, H, carries 0.41; number 77, H, carries 0.39; number 78, H, carries 0.34; number 79, H, carries 0.18; number 80, H, carries 0.12; number 81, H, carries 0.36; number 82, H, carries 0.38; number 83, H, carries 0.28; number 84, H, carries 0.28; number 85, H, carries 0.27; number 86, H, carries 0.18; number 87, H, carries 0.30

No. 2
C34H38ClN9OP | the ωB97M-V functional and the def2-TZVPD basis

XYZ file:
```
84
C34H38ClN9OP the ωB97M-V functional and the def2-TZVPD basis
C -0.009 -2.904 1.454
C -0.834 -2.001 1.376
C -1.545 -0.608 1.605
N -1.679 -0.365 3.076
C -0.391 -0.692 3.680
N -0.387 -1.660 4.751
N 0.748 -0.188 3.258
P 2.342 -0.549 3.980
O 3.015 -1.885 3.188
Cl 3.540 1.083 3.377
H 0.606 -3.791 1.774
H -2.524 -0.617 1.053
H -0.908 0.215 1.167
H -1.938 0.612 3.282
H -1.254 -1.594 5.295
H -0.381 -2.598 4.304
H 0.739 0.479 2.466
H 2.675 -1.869 2.256
N -0.472 3.531 3.530
C -0.728 4.764 3.075
C 0.134 5.838 3.234
C 1.329 5.626 3.904
C 1.617 4.358 4.386
C 0.690 3.353 4.173
H -1.676 4.880 2.561
H -0.124 6.813 2.843
H 2.029 6.441 4.049
H 2.540 4.156 4.913
H 0.870 2.342 4.527
N 2.910 -3.071 -0.274
C 3.838 -3.975 -0.618
C 4.604 -3.894 -1.769
C 4.399 -2.819 -2.619
C 3.443 -1.870 -2.288
C 2.732 -2.040 -1.112
H 3.960 -4.800 0.076
H 5.342 -4.653 -1.995
H 4.977 -2.720 -3.530
H 3.256 -1.017 -2.928
H 1.976 -1.322 -0.808
N -2.340 1.397 -0.507
C -3.646 1.290 -0.792
C -4.286 2.036 -1.767
C -3.536 2.952 -2.490
C -2.184 3.085 -2.214
C -1.637 2.289 -1.222
H -4.192 0.563 -0.199
H -5.344 1.906 -1.957
H -4.001 3.556 -3.260
H -1.567 3.788 -2.756
H -0.583 2.355 -0.973
N 2.928 -7.547 5.136
C 2.683 -7.264 3.851
C 2.580 -5.975 3.352
C 2.736 -4.915 4.233
C 2.989 -5.182 5.570
C 3.077 -6.507 5.967
H 2.566 -8.125 3.202
H 2.383 -5.805 2.300
H 2.662 -3.892 3.881
H 3.117 -4.381 6.287
H 3.277 -6.768 7.001
N 0.794 4.177 -3.169
C 1.707 3.263 -3.525
C 2.459 3.335 -4.686
C 2.255 4.413 -5.533
C 1.316 5.372 -5.189
C 0.618 5.209 -4.004
H 1.828 2.436 -2.832
H 3.185 2.567 -4.921
H 2.823 4.504 -6.452
H 1.130 6.226 -5.827
H -0.125 5.936 -3.690
N -5.092 0.278 -6.228
C -4.711 0.100 -4.957
C -5.391 -0.701 -4.053
C -6.534 -1.355 -4.487
C -6.950 -1.186 -5.799
C -6.197 -0.365 -6.624
H -3.814 0.635 -4.663
H -5.036 -0.811 -3.036
H -7.095 -1.990 -3.811
H -7.837 -1.680 -6.173
H -6.480 -0.204 -7.659
```

Computed properties:
Orbital gap = 6.984 eV
E_HOMO = -11.2 eV
Charge = +1
E_tot = -2687.66248 Eh
LUMO level = -4.2315 eV

Need the Mulliken charges? In units of e they are: number 1, C, carries 0.48; number 2, C, carries -0.60; number 3, C, carries -0.23; number 4, N, carries -0.32; number 5, C, carries 0.08; number 6, N, carries -0.54; number 7, N, carries 0.05; number 8, P, carries 0.30; number 9, O, carries -0.43; number 10, Cl, carries -0.20; number 11, H, carries 0.34; number 12, H, carries 0.12; number 13, H, carries 0.14; number 14, H, carries 0.38; number 15, H, carries 0.36; number 16, H, carries 0.32; number 17, H, carries 0.36; number 18, H, carries 0.31; number 19, N, carries -0.35; number 20, C, carries -0.27; number 21, C, carries -0.44; number 22, C, carries -0.17; number 23, C, carries -0.70; number 24, C, carries -0.15; number 25, H, carries 0.39; number 26, H, carries 0.37; number 27, H, carries 0.39; number 28, H, carries 0.37; number 29, H, carries 0.55; number 30, N, carries -0.12; number 31, C, carries -0.10; number 32, C, carries -0.64; number 33, C, carries -0.24; number 34, C, carries -0.65; number 35, C, carries -0.11; number 36, H, carries 0.35; number 37, H, carries 0.39; number 38, H, carries 0.38; number 39, H, carries 0.42; number 40, H, carries 0.34; number 41, N, carries -0.16; number 42, C, carries -0.23; number 43, C, carries -0.75; number 44, C, carries -0.29; number 45, C, carries -0.37; number 46, C, carries -0.29; number 47, H, carries 0.40; number 48, H, carries 0.48; number 49, H, carries 0.43; number 50, H, carries 0.26; number 51, H, carries 0.47; number 52, N, carries -0.53; number 53, C, carries -0.41; number 54, C, carries -0.29; number 55, C, carries 0.15; number 56, C, carries -0.54; number 57, C, carries -0.24; number 58, H, carries 0.35; number 59, H, carries 0.31; number 60, H, carries 0.55; number 61, H, carries 0.36; number 62, H, carries 0.36; number 63, N, carries -0.39; number 64, C, carries 0.01; number 65, C, carries -0.55; number 66, C, carries -0.19; number 67, C, carries -0.53; number 68, C, carries -0.13; number 69, H, carries 0.34; number 70, H, carries 0.34; number 71, H, carries 0.37; number 72, H, carries 0.36; number 73, H, carries 0.38; number 74, N, carries -0.55; number 75, C, carries -0.28; number 76, C, carries -0.20; number 77, C, carries -0.38; number 78, C, carries -0.30; number 79, C, carries -0.23; number 80, H, carries 0.46; number 81, H, carries 0.40; number 82, H, carries 0.37; number 83, H, carries 0.36; number 84, H, carries 0.36

Which formula does entry 2 have? C34H38ClN9OP

The highest E_tot belongs to which entry? C34H38ClN9OP

Which formula does entry 1 have? C34H38ClN2O11S

Number 1 is which compound? C34H38ClN2O11S